# C19H55N19O9P

A 9-piece molecular cluster, C19H55N19O9P overall (ωB97M-V/def2-TZVPD, the Open Molecules 2025 dataset).

```
103
Properties=species:S:1:pos:R:3:lowdin_charge:R:1
C -0.81559 -3.40409 -0.45550 -0.1106
C -1.52620 -3.23202 -1.91761 -0.2289
C -2.77945 -4.25277 -2.07900 -0.1752
C -4.03178 -3.46838 -2.76623 -0.2838
C -4.68002 -4.23553 -4.02501 -0.0748
C -5.06915 -3.02069 -1.64005 -0.1076
N -5.10273 -1.60209 -1.29854 0.1771
C -6.07215 -1.48482 -0.24716 -0.2144
N -6.29032 -0.14217 0.32735 0.0116
C -4.92079 0.23488 0.88865 -0.2140
C -4.31570 -0.88252 1.88102 -0.0945
N -6.66812 -2.75031 0.06923 0.1221
C -6.06379 -3.81709 -0.77635 -0.2529
P -6.41608 -5.67312 -0.82730 0.9029
C -4.90836 -6.67554 -1.36124 -0.2852
O -6.63632 -6.10534 0.84834 -0.3548
H -0.07926 -4.26995 -0.57337 0.0795
H -0.29326 -2.41060 -0.18289 0.0778
H -1.59068 -3.64694 0.34751 0.0636
H -1.87047 -2.12686 -1.94632 0.0975
H -0.73348 -3.42870 -2.73705 0.1183
H -3.12205 -4.47494 -0.99509 0.0899
H -2.50599 -5.22741 -2.60383 0.1141
H -3.57486 -2.48984 -3.18583 0.1253
H -5.82166 -4.30955 -4.00608 0.0887
H -4.15332 -5.24658 -4.14799 0.0727
H -4.41511 -3.63696 -4.98030 0.0940
H -4.49348 -0.91270 -1.75395 0.1694
H -6.91751 -0.21144 1.15696 0.1182
H -4.18133 0.41712 0.03211 0.1170
H -5.06735 1.18720 1.52492 0.1377
H -5.14135 -1.52961 2.37582 0.0847
H -3.56563 -1.59472 1.38192 0.0788
H -3.75312 -0.39776 2.76229 0.0842
H -7.40472 -2.88299 0.78035 0.1678
H -4.04986 -6.65852 -0.60750 0.0569
H -4.48015 -6.40357 -2.38234 0.0222
H -5.26153 -7.77675 -1.42741 0.0727
H -5.90468 -5.64264 1.33781 0.0555
C -0.60778 -0.25620 3.93892 -0.7065
O -1.00999 -1.13795 3.19399 0.0004
N -0.43220 -0.44167 5.27098 0.1513
N -0.29891 0.99022 3.50309 0.1562
H -0.10202 0.27751 5.88840 0.0968
H -0.64744 -1.35129 5.64413 0.1072
H -0.41145 1.17837 2.52030 0.1080
H 0.03217 1.71915 4.10845 0.0977
C 2.82880 -0.81916 0.00299 -0.7047
O 1.75450 -0.29806 -0.27169 -0.0128
N 3.72093 -1.20929 -0.94270 0.1462
N 3.22685 -1.05425 1.27272 0.1715
H 4.60492 -1.63852 -0.72521 0.0448
H 3.47021 -1.05514 -1.90507 0.1105
H 2.60079 -0.78223 2.01189 0.1051
H 4.10683 -1.47913 1.50458 0.0878
C 6.10029 1.17907 1.29749 -0.6847
O 5.59355 0.50265 2.18501 -0.0084
N 5.86518 0.96202 -0.02023 0.1704
N 6.94517 2.20817 1.54943 0.1512
H 6.27965 1.51273 -0.74959 0.1011
H 5.24155 0.20553 -0.26602 0.0505
H 7.15286 2.41009 2.51242 0.0963
H 7.36532 2.76627 0.82879 0.0636
C -9.69930 2.38723 0.79388 -0.7064
O -8.94664 3.34308 0.90389 0.0190
N -11.03567 2.47479 1.00016 0.1598
N -9.26821 1.14495 0.45346 0.1483
H -11.65940 1.69337 0.91090 0.0989
H -11.40698 3.37550 1.25501 0.1154
H -8.28081 1.02712 0.28875 0.0586
H -9.88097 0.35515 0.36091 0.0954
C 7.60838 -2.66483 -0.13280 -0.6704
O 6.53484 -2.14540 -0.40344 0.0063
N 8.49459 -3.05632 -1.08008 0.1577
N 8.01120 -2.89667 1.13922 0.1641
H 9.37729 -3.48289 -0.86548 0.0992
H 8.24109 -2.90501 -2.04231 0.1097
H 7.38665 -2.62235 1.88018 0.1107
H 8.89038 -3.32218 1.36945 0.0996
C 9.74302 4.22405 1.59117 -0.6799
O 9.34420 3.34511 0.84169 0.0077
N 9.92687 4.02970 2.91955 0.1632
N 10.03933 5.47765 1.16276 0.1496
H 10.25419 4.74674 3.54120 0.1008
H 9.72125 3.11498 3.28660 0.1112
H 9.91849 5.67239 0.18198 0.1082
H 10.36724 6.20513 1.77234 0.0993
C 13.60600 6.14841 -1.35742 -0.7024
O 14.57682 6.61714 -1.92669 0.0308
N 13.11279 6.65981 -0.20007 0.1465
N 12.92599 5.07106 -1.82577 0.1497
H 12.31381 6.27871 0.27385 0.0552
H 13.58233 7.46038 0.18947 0.1075
H 13.25234 4.65445 -2.68188 0.1084
H 12.12626 4.67964 -1.36191 0.0854
C -9.92710 5.38244 -3.16068 -0.7058
O -10.37272 5.48429 -4.29217 0.0220
N -9.24405 6.38022 -2.54538 0.1480
N -10.07225 4.26113 -2.41005 0.1513
H -8.87503 6.30277 -1.61490 0.0947
H -9.10898 7.23442 -3.06011 0.1073
H -10.57207 3.49085 -2.82138 0.1032
H -9.70754 4.17050 -1.47736 0.0689
```

## Properties
HOMO-LUMO gap: 7.770 eV
charge: +1
HOMO: -10.47 eV

# C46H53BN6O2PS3W

C46H53BN6O2PS3W as an isolated structure (ωB97M-V/def2-TZVPD, the Open Molecules 2025 dataset).

```
113
Properties=species:S:1:pos:R:3:lowdin_spin:R:1
W -1.82830 0.05562 0.30581 0.7927
C 0.91323 -4.64695 -0.03663 0.0041
C 1.50844 -3.29241 -0.20362 0.0207
C 2.79362 -3.07822 -0.63464 -0.0065
C 3.31090 -1.76891 -0.76770 0.0214
N 2.56405 -0.70911 -0.49750 0.0178
N 1.30488 -0.91182 -0.12912 0.0425
B 0.44538 0.30123 0.34127 0.0324
N 0.93392 0.66779 1.79226 0.0506
N 2.10501 1.29113 1.82840 0.0234
C 2.61900 1.61759 3.00890 0.0178
C 1.94831 1.26678 4.19530 -0.0042
C 0.75463 0.58720 4.16344 0.0240
C 0.02234 0.19168 5.39815 0.0052
C 0.24144 0.31095 2.88106 0.0253
S -1.34072 -0.41094 2.70026 0.4193
C 3.96614 2.31543 2.99810 0.0020
C 4.07664 3.22515 1.77040 0.0009
C 5.02887 1.20594 2.93312 0.0021
C 4.17237 3.14256 4.26887 0.0001
N 0.46142 1.53075 -0.61186 0.0030
N 1.20491 1.46521 -1.70865 0.0022
C 1.19090 2.48817 -2.53477 0.0016
C 0.43876 3.64805 -2.24291 -0.0014
C -0.37573 3.69939 -1.14102 0.0019
C -1.24709 4.86043 -0.81686 0.0010
C -0.36588 2.54552 -0.33104 0.0057
S -1.46864 2.33020 1.01685 0.0348
C 2.05185 2.38917 -3.78047 0.0002
C 1.38580 3.10468 -4.96358 0.0000
C 2.28026 0.92121 -4.15050 0.0002
C 3.38520 3.07974 -3.45350 0.0002
C 0.76398 -2.12133 0.04163 0.0175
S -0.88834 -2.18555 0.60447 0.3555
C 4.74371 -1.56295 -1.22925 0.0022
C 5.67801 -2.25113 -0.22149 0.0015
C 5.10207 -0.08415 -1.33645 0.0001
C 4.89697 -2.22197 -2.61159 0.0012
H 1.68910 -5.40856 -0.07146 0.0000
H 0.38083 -4.73529 0.91144 0.0009
H 0.20202 -4.84300 -0.84169 0.0010
H 3.42753 -3.92407 -0.86708 -0.0005
H 2.38103 1.53455 5.14968 -0.0005
H 0.59668 0.46212 6.28072 0.0000
H -0.94700 0.69128 5.45021 0.0020
H -0.15751 -0.88473 5.41496 0.0007
H 3.97797 2.66294 0.84246 0.0000
H 3.31336 4.00622 1.79008 0.0001
H 5.05208 3.71128 1.77612 0.0002
H 4.88787 0.58699 2.05136 0.0001
H 6.02116 1.65579 2.88448 0.0004
H 4.99256 0.56662 3.81763 0.0000
H 3.38355 3.88527 4.40496 0.0000
H 4.23755 2.52479 5.16584 0.0000
H 5.11724 3.67909 4.18927 0.0000
H 0.47819 4.49139 -2.91800 -0.0001
H -1.11418 5.65305 -1.54913 0.0001
H -2.29405 4.55312 -0.81859 0.0003
H -1.01280 5.25747 0.17278 0.0003
H 0.37397 2.73512 -5.14345 0.0000
H 1.34960 4.18675 -4.83670 0.0000
H 1.97117 2.91621 -5.86329 0.0000
H 1.34132 0.43448 -4.42105 0.0000
H 2.94547 0.87167 -5.01323 0.0000
H 2.73032 0.36264 -3.33217 0.0001
H 3.23781 4.13595 -3.21742 0.0000
H 3.88210 2.60350 -2.60446 0.0000
H 4.04524 3.02197 -4.31900 0.0000
H 5.58200 -1.81468 0.77545 0.0000
H 5.49514 -3.32372 -0.14801 -0.0001
H 6.70952 -2.12070 -0.54756 0.0002
H 4.96307 0.43766 -0.39773 0.0000
H 6.14875 0.00468 -1.62709 0.0000
H 4.49535 0.41492 -2.08979 0.0000
H 4.71294 -3.29772 -2.58218 0.0000
H 4.22207 -1.77389 -3.34302 0.0000
H 5.91866 -2.07744 -2.96312 0.0001
O -3.33421 2.45938 -2.06431 -0.0001
C -3.62350 1.43387 -1.54274 0.0077
O -2.59114 0.50251 -1.34094 0.0243
C -4.95440 1.01005 -1.04628 0.0046
C -6.01044 1.82267 -1.44437 -0.0001
C -7.30198 1.57182 -1.01015 0.0018
C -7.54242 0.51881 -0.15579 0.0005
C -6.49822 -0.29983 0.25771 0.0010
C -5.19813 -0.08384 -0.19220 0.0063
P -3.96773 -1.31951 0.33500 0.0079
C -3.87724 -2.56450 -0.97585 0.0030
C -4.36360 -2.27036 -2.25150 -0.0019
C -4.29889 -3.22094 -3.25816 0.0033
C -3.75311 -4.46810 -3.00426 -0.0022
C -3.27180 -4.77188 -1.73689 0.0032
C -3.32778 -3.82793 -0.72608 0.0055
C -4.57878 -2.03567 1.86107 0.0024
C -4.47028 -1.25258 3.01343 0.0037
C -4.99880 -1.69986 4.20812 0.0001
C -5.63872 -2.93287 4.26226 0.0000
C -5.76571 -3.70645 3.11827 0.0000
C -5.24417 -3.26028 1.91166 0.0002
H -5.80180 2.65920 -2.09806 0.0000
H -8.11367 2.20924 -1.33327 0.0001
H -8.54551 0.32174 0.19768 0.0000
H -6.71002 -1.11972 0.93129 0.0000
H -4.81779 -1.31343 -2.46520 -0.0002
H -4.69185 -2.98818 -4.23855 0.0002
H -3.71675 -5.21186 -3.78906 -0.0002
H -2.87342 -5.75646 -1.52967 0.0001
H -2.97471 -4.09476 0.26076 0.0008
H -4.00680 -0.27406 2.96974 0.0040
H -4.92553 -1.08538 5.09558 0.0000
H -6.05390 -3.28296 5.19794 0.0000
H -6.28536 -4.65392 3.15838 0.0000
H -5.38784 -3.85377 1.01704 0.0001
```

## Properties
HOMO-LUMO gap (alpha / beta): 6.975 / 5.329 eV
charge: +3
HOMO (alpha / beta): -16.07 / -16.23 eV
multiplicity: 3

# ClH14O7

A 8-piece molecular cluster, ClH14O7 overall (ωB97M-V/def2-TZVPD, the Open Molecules 2025 dataset).

```
22
Properties=species:S:1:pos:R:3:nbo_charge:R:1
Cl 0.30756 -0.14931 -0.09074 -0.9148
O -0.51236 2.60354 1.69867 -0.9629
H -0.04594 1.83028 1.34996 0.4929
H -0.53390 3.21424 0.95775 0.4597
O 0.81675 2.66364 -1.76476 -0.9524
H 0.47583 1.98532 -1.16217 0.4921
H 0.61158 3.49966 -1.34005 0.4475
O -1.04683 -1.62726 2.47554 -0.9722
H -0.25911 -2.13011 2.70203 0.4631
H -0.74273 -1.07660 1.73754 0.4929
O 1.50710 -0.81067 -3.14831 -0.9550
H 1.39226 -0.70042 -2.19296 0.4952
H 1.76816 -1.72905 -3.25158 0.4506
O -2.47118 1.49141 -0.66339 -0.9702
H -1.75369 0.86221 -0.49244 0.4938
H -2.87079 1.61157 0.20250 0.4622
O 2.45202 -1.14694 2.08492 -0.9758
H 1.91998 -0.66715 1.42730 0.4994
H 2.52288 -0.53551 2.82227 0.4571
O -1.56860 -3.02135 -1.15555 -0.9489
H -0.90019 -2.32819 -1.09326 0.4922
H -1.06882 -3.83932 -1.10327 0.4534
```

## Properties
HOMO-LUMO gap: 10.203 eV
charge: -1
HOMO: -6.82 eV
relative energy (zero: lowest compared OMol25 entry of this formula, charge and spin): 7.37 kcal per mole

# C10H20N3O

An isolated ion of composition C10H20N3O and charge +1 (ωB97M-V/def2-TZVPD, the Open Molecules 2025 dataset).

```
34
Properties=species:S:1:pos:R:3:nbo_charge:R:1
C 1.80735 1.38089 -0.82303 0.1907
C 2.08257 -0.74198 0.14928 0.8156
C -0.32688 -0.50152 0.00469 0.6562
C -2.93618 -0.82305 0.17757 -0.5827
C -1.85717 0.34640 -1.75222 -0.6011
C 0.19456 -0.79853 2.54847 -0.5642
C 0.06255 1.52571 1.37571 -0.6311
C 0.77352 -1.75841 -1.71876 -0.4250
C -1.60779 -0.77307 -0.72468 -0.3211
C -0.43453 0.14831 1.38866 -0.3106
N 2.64810 0.45496 -0.16712 -0.6633
N 0.77567 -0.95061 -0.44878 -0.4028
N 2.35689 2.57936 -0.94503 -0.7457
O 2.58170 -1.60621 0.80887 -0.5006
H -3.16439 0.10907 0.60953 0.2136
H -2.73815 -1.59907 0.93345 0.2172
H -3.75897 -1.06762 -0.48224 0.2360
H -1.42413 0.00609 -2.67704 0.2221
H -1.68155 1.32014 -1.29144 0.2300
H -2.87783 0.46503 -1.97841 0.2357
H 1.21283 -0.74703 2.45446 0.2081
H -0.23170 -1.75662 2.57130 0.2213
H -0.05836 -0.30316 3.40115 0.2206
H -0.57984 2.35945 1.55438 0.2397
H 0.54062 1.70860 0.31387 0.2169
H 0.78202 1.60650 2.07247 0.2153
H 1.80581 -1.84925 -2.07426 0.2491
H 0.26398 -2.75998 -1.62119 0.2417
H 0.07966 -1.25390 -2.39961 0.2314
H -1.42672 -1.68614 -1.19465 0.2202
H -1.53426 0.19492 1.69330 0.2522
H 3.58352 0.69952 0.26460 0.4199
H 1.91215 3.20853 -1.56375 0.4169
H 3.17494 2.86269 -0.45954 0.3778
```

## Properties
HOMO-LUMO gap: 9.305 eV
charge: +1
HOMO: -12.70 eV
relative energy (zero: lowest compared OMol25 entry of this formula, charge and spin): 53.35 kcal per mole

# C4H4FNO

A 2-piece molecular cluster, C4H4FNO overall (ωB97M-V/def2-TZVPD, the Open Molecules 2025 dataset).

```
11
Properties=species:S:1:pos:R:3:nbo_charge:R:1
C -0.31117 -1.87104 0.14348 -0.5322
C -0.83118 -0.69986 -0.10395 0.3287
N -1.48452 0.31459 -0.10602 -0.1820
O -1.33204 1.35707 -1.12108 -0.5419
H 0.53567 -1.85546 0.68085 0.2194
H -0.62163 -2.82148 -0.16303 0.2352
H -2.05146 1.89385 -0.89983 0.4732
C 1.31538 1.34178 0.82212 -0.3599
C 1.45860 0.51890 -0.01443 0.3822
F 2.06926 -0.21526 -0.87336 -0.2683
H 1.25310 2.03691 1.63525 0.2456
```

## Properties
HOMO-LUMO gap: 10.001 eV
charge: 0
HOMO: -9.37 eV
SMILES: C=C=NO.C#CF
relative energy (zero: lowest compared OMol25 entry of this formula, charge and spin): 154.04 kcal per mole

# C4H6NO2

A 2-piece molecular cluster, C4H6NO2 overall (ωB97M-V/def2-TZVPD, the Open Molecules 2025 dataset).

```
13
Properties=species:S:1:pos:R:3:nbo_charge:R:1
C -1.50017 0.65344 -0.80732 -0.0041
C -1.54653 0.59805 -2.14172 -0.5088
C 0.09440 -0.88740 -0.18299 -0.0146
N -0.44460 0.24493 0.01628 -0.4213
H -2.27783 1.17107 -0.25334 0.1769
H -0.79462 0.09809 -2.73631 0.1925
H -2.31247 1.14029 -2.68019 0.1868
H 0.98186 -1.15245 0.38427 0.2495
H -0.47583 -1.67463 -0.70056 0.1159
O 1.26727 -0.95871 2.59903 -0.8021
C 2.07159 -0.05320 2.26826 0.6265
O 2.75176 0.03430 1.22768 -0.7914
H 2.18517 0.78621 3.00692 -0.0059
```

## Properties
HOMO-LUMO gap: 7.781 eV
charge: -1
HOMO: -4.02 eV
relative energy (zero: lowest compared OMol25 entry of this formula, charge and spin): 37.28 kcal per mole

Electronic energy list, top to bottom, in a.u.: -2815.8270; -3890.7843; -995.4003; -632.1936; -384.4301; -361.2483